(1)
{
  "formula": "C5H9NO4",
  "method": "ωB97M-V/def2-TZVPD",
  "smiles": "N[C@@H](CCC(=O)O)C(=O)O",
  "lumo_energy_ev": 0.31,
  "symbols": ["N", "C", "C", "C", "C", "O", "O", "C", "O", "O", "H", "H", "H", "H", "H", "H", "H", "H", "H"],
  "positions_angstrom": [[0.019, -2.465, 0.415], [-0.077, -1.011, 0.537], [0.663, -0.284, -0.604], [1.309, 1.110, -0.201], [1.100, 2.098, -1.322], [1.934, 2.448, -2.082], [-0.219, 2.518, -1.534], [-1.418, -0.400, 0.768], [-1.825, 0.681, 0.589], [-2.105, -1.142, 1.683], [-0.555, -2.855, 1.200], [-0.287, -2.887, -0.460], [0.377, -0.860, 1.496], [-0.008, -0.154, -1.461], [1.504, -0.965, -0.992], [2.340, 0.914, 0.130], [0.811, 1.604, 0.635], [-0.724, 2.210, -0.744], [-2.836, -0.562, 1.949]],
  "nbo_charge": [-0.819, -0.166, -0.401, -0.523, 0.786, -0.549, -0.695, 0.785, -0.600, -0.703, 0.378, 0.368, 0.227, 0.224, 0.237, 0.244, 0.218, 0.492, 0.496]
}

(2)
{
  "formula": "C5H9NO4",
  "method": "ωB97M-V/def2-TZVPD",
  "smiles": "O=CNCC(=O)[C@H]1CO1.O",
  "lumo_energy_ev": 0.21,
  "symbols": ["O", "C", "N", "C", "C", "O", "C", "C", "O", "H", "H", "H", "H", "H", "H", "H", "O", "H", "H"],
  "positions_angstrom": [[2.789, 0.781, -0.238], [2.420, 1.062, -1.376], [1.231, 0.731, -1.892], [0.296, -0.121, -1.204], [-0.612, 0.650, -0.249], [-0.873, 1.816, -0.438], [-1.247, -0.090, 0.909], [-1.921, -1.380, 0.583], [-0.725, -1.642, 1.275], [3.050, 1.655, -2.062], [0.961, 1.148, -2.773], [-0.351, -0.609, -1.946], [0.831, -0.913, -0.664], [-1.932, 0.581, 1.446], [-2.832, -1.576, 1.159], [-1.890, -1.692, -0.464], [0.023, 0.057, 2.846], [0.034, -1.076, 2.576], [0.748, 0.616, 2.515]],
  "nbo_charge": [-0.620, 0.527, -0.598, -0.344, 0.544, -0.511, 0.007, -0.091, -0.551, 0.120, 0.406, 0.227, 0.256, 0.249, 0.193, 0.170, -1.004, 0.533, 0.484]
}

Which of them is most stable? Easy: (1).

(1)
{
  "formula": "C5H9N2O",
  "method": "ωB97M-V/def2-TZVPD",
  "total_charge": 1,
  "smiles": "[NH3+][C@]12C[C@H]1CN=CO2",
  "lumo_energy_ev": -3.55,
  "symbols": ["N", "C", "C", "C", "C", "N", "C", "O", "H", "H", "H", "H", "H", "H", "H", "H", "H"],
  "positions_angstrom": [[2.000, -0.333, 0.598], [0.577, 0.161, 0.178], [-0.064, 1.006, 1.162], [-0.675, -0.351, 0.837], [-1.953, -0.496, -0.558], [-1.405, -0.305, -1.838], [-0.282, 0.112, -2.060], [0.735, 0.517, -1.176], [1.894, -1.312, 0.545], [2.346, -0.046, 1.534], [2.611, 0.094, -0.074], [-0.658, 1.765, 0.841], [0.296, 1.174, 2.196], [-0.705, -1.106, 1.560], [-2.297, -1.518, -0.285], [-2.633, 0.243, -0.428], [0.211, 0.397, -3.033]],
  "nbo_charge": [-0.689, 0.363, -0.464, -0.279, -0.141, -0.429, 0.420, -0.513, 0.444, 0.449, 0.456, 0.247, 0.244, 0.237, 0.236, 0.214, 0.204]
}

(2)
{
  "formula": "C5H9N2O",
  "method": "ωB97M-V/def2-TZVPD",
  "total_charge": 1,
  "lumo_energy_ev": -3.94,
  "symbols": ["C", "C", "C", "C", "C", "N", "N", "O", "H", "H", "H", "H", "H", "H", "H", "H", "H"],
  "positions_angstrom": [[-0.672, 1.016, 0.456], [1.441, -0.764, 0.830], [1.734, 0.735, 0.895], [-1.002, -0.423, -0.101], [0.496, -0.449, -0.344], [0.599, 1.032, 0.029], [-1.765, -0.235, -1.377], [-1.425, 1.801, 0.906], [2.269, -1.498, 0.591], [0.727, -1.083, 1.690], [1.815, 1.154, 1.848], [2.634, 0.981, 0.288], [-1.452, -1.248, 0.566], [0.631, -0.485, -1.436], [-2.664, 0.277, -1.141], [-2.082, -1.185, -1.725], [-1.284, 0.372, -1.974]],
  "nbo_charge": [0.663, -0.412, -0.209, -0.203, -0.055, -0.421, -0.678, -0.477, 0.260, 0.224, 0.233, 0.225, 0.267, 0.209, 0.464, 0.464, 0.445]
}

Which of them is most stable? Easy: (2).

(1)
{
  "formula": "C5H9N2O",
  "method": "ωB97M-V/def2-TZVPD",
  "total_charge": 1,
  "smiles": "Cc1c[nH+]c(C)n1O",
  "lumo_energy_ev": -3.19,
  "symbols": ["C", "C", "C", "N", "C", "C", "N", "O", "H", "H", "H", "H", "H", "H", "H", "H", "H"],
  "positions_angstrom": [[2.502, -0.357, -0.203], [1.172, 0.289, -0.145], [0.738, 1.446, 0.312], [-0.624, 1.382, 0.542], [-1.117, 0.163, 0.154], [-2.544, -0.252, 0.183], [-0.130, -0.615, -0.258], [-0.299, -1.693, -1.007], [2.867, -0.594, 0.808], [2.437, -1.173, -0.861], [3.174, 0.419, -0.623], [1.340, 2.271, 0.740], [-1.256, 2.103, 0.931], [-3.051, 0.194, 1.124], [-3.198, 0.091, -0.759], [-2.595, -1.427, -0.007], [0.585, -2.247, -0.931]],
  "nbo_charge": [-0.663, 0.141, -0.058, -0.495, 0.443, -0.720, -0.018, -0.465, 0.257, 0.222, 0.268, 0.269, 0.459, 0.273, 0.288, 0.288, 0.510]
}

(2)
{
  "formula": "C5H9N2O",
  "method": "ωB97M-V/def2-TZVPD",
  "total_charge": 1,
  "lumo_energy_ev": -5.51,
  "symbols": ["C", "C", "C", "C", "C", "N", "N", "O", "H", "H", "H", "H", "H", "H", "H", "H", "H"],
  "positions_angstrom": [[0.888, 0.109, 1.347], [1.535, -0.490, 0.395], [-1.117, 0.535, 0.052], [2.605, -1.213, -0.248], [-2.492, 1.136, -0.149], [-0.512, -0.122, -0.814], [-0.355, 0.700, 1.254], [-1.094, -0.262, -2.051], [1.496, 0.287, 2.264], [2.543, -2.314, -0.210], [2.781, -0.888, -1.220], [3.528, -1.051, 0.318], [-2.421, 2.195, -0.468], [-3.040, 0.593, -1.008], [-2.962, 1.087, 0.747], [-0.815, 0.734, 2.209], [-0.569, -1.037, -2.417]],
  "nbo_charge": [-0.119, 0.436, 0.417, -0.758, -0.670, -0.135, -0.561, -0.503, 0.310, 0.271, 0.281, 0.321, 0.267, 0.275, 0.232, 0.440, 0.498]
}

(3)
{
  "formula": "C5H9N2O",
  "method": "ωB97M-V/def2-TZVPD",
  "total_charge": 1,
  "smiles": "C[C@H]1CC(=O)[N+](C)=N1",
  "lumo_energy_ev": -6.08,
  "symbols": ["C", "C", "C", "C", "O", "N", "C", "N", "H", "H", "H", "H", "H", "H", "H", "H", "H"],
  "positions_angstrom": [[1.195, -1.946, 0.358], [0.051, -0.963, 0.633], [0.231, 0.302, 1.499], [-0.003, 1.367, 0.450], [0.097, 2.544, 0.496], [-0.492, 0.657, -0.828], [-1.124, 1.391, -1.854], [-0.438, -0.591, -0.600], [2.005, -2.091, 1.012], [1.712, -1.694, -0.512], [0.773, -2.967, 0.181], [-0.878, -1.605, 0.951], [1.175, 0.497, 1.892], [-0.432, 0.233, 2.487], [-0.427, 2.137, -1.969], [-2.048, 1.915, -1.478], [-1.396, 0.812, -2.719]],
  "nbo_charge": [-0.619, -0.123, -0.562, 0.677, -0.407, -0.056, -0.443, 0.097, 0.260, 0.232, 0.253, 0.294, 0.286, 0.316, 0.255, 0.272, 0.269]
}

Which of them is most stable? Easy: (1).

(1)
{
  "formula": "C11H11N",
  "method": "ωB97M-V/def2-TZVPD",
  "lumo_energy_ev": 1.01,
  "symbols": ["C", "C", "C", "C", "C", "C", "C", "C", "C", "C", "C", "N", "H", "H", "H", "H", "H", "H", "H", "H", "H", "H", "H"],
  "positions_angstrom": [[-2.934, -0.842, 0.095], [-3.135, 0.478, 0.464], [-1.730, -1.213, -0.579], [-2.156, 1.395, 0.269], [-0.679, -0.306, -0.397], [-0.915, 1.041, -0.050], [2.342, -0.282, 0.831], [2.270, 0.902, 0.368], [1.621, -1.338, 0.056], [0.691, -0.682, -0.933], [1.420, 1.148, -0.809], [0.155, 1.829, -0.420], [-3.910, -1.361, 0.067], [-4.023, 0.977, 0.579], [-1.621, -2.197, -0.959], [-2.316, 2.409, 0.528], [2.945, -0.485, 1.676], [2.711, 1.850, 0.788], [2.286, -1.902, -0.598], [1.252, -2.012, 0.897], [0.776, -0.881, -1.972], [1.669, 1.326, -1.890], [0.333, 2.742, -0.054]],
  "nbo_charge": [-0.250, -0.197, -0.178, -0.261, -0.083, 0.174, -0.159, -0.238, -0.471, -0.172, -0.057, -0.625, 0.209, 0.208, 0.212, 0.200, 0.209, 0.209, 0.220, 0.225, 0.218, 0.221, 0.384]
}

(2)
{
  "formula": "C11H11N",
  "method": "ωB97M-V/def2-TZVPD",
  "lumo_energy_ev": 0.56,
  "symbols": ["C", "C", "C", "C", "C", "C", "C", "C", "C", "C", "C", "H", "H", "H", "H", "H", "H", "H", "H", "H", "H", "H", "N"],
  "positions_angstrom": [[-3.823, -0.335, 1.044], [-2.339, -0.334, 0.557], [-1.669, -1.578, 0.743], [-0.368, -1.950, 0.552], [0.525, -0.800, 0.235], [2.001, -1.192, -0.241], [2.540, -0.176, -0.865], [1.930, 1.189, -0.918], [3.000, 2.372, -0.974], [-0.149, 0.379, -0.207], [-1.466, 0.680, 0.212], [-4.528, 0.626, 1.389], [-3.911, -1.401, 1.929], [-4.357, -0.884, 0.104], [-2.369, -2.539, 0.713], [0.240, -2.932, 1.091], [2.319, -2.302, 0.062], [3.452, -0.206, -1.770], [3.532, 2.664, 0.038], [2.296, 3.280, -1.337], [4.205, 2.216, -1.670], [-1.726, 1.788, 0.088], [0.667, 1.435, -0.774]],
  "nbo_charge": [-0.648, -0.050, -0.223, -0.197, -0.068, -0.166, -0.265, 0.256, -0.671, 0.105, -0.202, 0.260, 0.224, 0.230, 0.203, 0.231, 0.245, 0.220, 0.244, 0.248, 0.214, 0.236, -0.425]
}

(3)
{
  "formula": "C11H11N",
  "method": "ωB97M-V/def2-TZVPD",
  "smiles": "CNc1ccc2ccccc2c1",
  "lumo_energy_ev": 0.92,
  "symbols": ["C", "N", "C", "C", "C", "C", "C", "C", "C", "C", "C", "C", "H", "H", "H", "H", "H", "H", "H", "H", "H", "H", "H"],
  "positions_angstrom": [[1.713, 2.839, -1.991], [0.374, 2.220, -1.598], [0.342, 1.083, -0.861], [1.278, -0.005, -1.150], [1.094, -1.060, -0.396], [0.105, -1.280, 0.605], [0.007, -2.498, 1.228], [-1.162, -2.751, 2.031], [-2.079, -1.675, 2.094], [-1.957, -0.466, 1.550], [-0.863, -0.377, 0.712], [-0.691, 0.857, -0.034], [2.359, 3.019, -1.096], [1.426, 3.674, -2.601], [2.229, 2.132, -2.644], [-0.258, 2.972, -1.207], [2.259, 0.086, -1.751], [1.643, -1.931, -0.634], [0.745, -3.300, 1.014], [-1.270, -3.752, 2.383], [-3.160, -1.816, 2.607], [-2.748, 0.320, 1.639], [-1.383, 1.708, 0.103]],
  "nbo_charge": [-0.416, -0.588, 0.173, -0.251, -0.148, -0.139, -0.128, -0.258, -0.181, -0.221, -0.004, -0.277, 0.189, 0.211, 0.197, 0.368, 0.226, 0.198, 0.209, 0.222, 0.201, 0.223, 0.194]
}

(4)
{
  "formula": "C11H11N",
  "method": "ωB97M-V/def2-TZVPD",
  "smiles": "c1ccccc1.c1ccncc1",
  "lumo_energy_ev": 0.44,
  "symbols": ["C", "C", "C", "C", "C", "C", "H", "H", "H", "H", "H", "H", "C", "C", "C", "N", "C", "C", "H", "H", "H", "H", "H"],
  "positions_angstrom": [[-1.215, -1.263, 0.294], [-1.661, -0.545, 1.359], [-2.432, 0.619, 1.172], [-2.798, 0.986, -0.218], [-2.211, 0.389, -1.272], [-1.398, -0.741, -1.025], [-0.551, -2.124, 0.568], [-1.535, -0.843, 2.353], [-3.164, 1.085, 1.941], [-3.465, 1.890, -0.415], [-2.798, 0.492, -2.355], [-0.818, -1.031, -1.963], [1.211, -0.404, -0.473], [2.400, -1.063, -0.018], [3.612, -0.394, 0.123], [3.565, 0.907, 0.089], [2.312, 1.491, 0.192], [1.168, 0.900, -0.248], [0.370, -1.052, -0.787], [2.411, -2.120, 0.034], [4.619, -0.914, 0.354], [2.235, 2.533, 0.244], [0.144, 1.202, 0.052]],
  "nbo_charge": [-0.232, -0.218, -0.222, -0.211, -0.241, -0.226, 0.232, 0.217, 0.230, 0.220, 0.233, 0.232, -0.146, -0.258, 0.026, -0.419, 0.024, -0.295, 0.231, 0.199, 0.201, 0.189, 0.235]
}

Which of them is most stable? Easy: (3).

(1)
{
  "formula": "C6H10O3",
  "method": "ωB97M-V/def2-TZVPD",
  "lumo_energy_ev": -1.05,
  "symbols": ["C", "C", "C", "C", "C", "C", "H", "H", "H", "H", "H", "H", "H", "H", "H", "H", "O", "O", "O"],
  "positions_angstrom": [[0.282, 2.156, 0.146], [0.016, 0.852, -0.556], [0.822, 0.799, -2.023], [0.324, -0.325, 0.314], [-0.752, -1.193, 0.702], [-0.518, -2.370, 1.496], [-0.397, 2.154, 1.251], [0.040, 2.901, -0.607], [1.499, 2.434, 0.429], [-1.303, 0.569, -0.745], [0.651, -0.262, -2.572], [0.552, 1.646, -2.598], [1.951, 0.758, -1.687], [1.328, -0.928, -0.212], [0.934, 0.245, 1.230], [-2.519, -2.756, 1.366], [-1.937, -0.871, 0.448], [-1.633, -3.017, 1.848], [0.660, -2.791, 1.770]],
  "nbo_charge": [-0.628, -0.250, -0.608, -0.540, 0.434, 0.680, 0.220, 0.219, 0.208, 0.248, 0.216, 0.212, 0.201, 0.270, 0.289, 0.534, -0.523, -0.657, -0.525]
}

(2)
{
  "formula": "C6H10O3",
  "method": "ωB97M-V/def2-TZVPD",
  "smiles": "C1=C\\OCOCOCC/1",
  "lumo_energy_ev": 0.73,
  "symbols": ["C", "C", "O", "C", "O", "C", "O", "C", "C", "H", "H", "H", "H", "H", "H", "H", "H", "H", "H"],
  "positions_angstrom": [[-0.009, -1.708, 0.805], [1.237, -1.027, 1.116], [1.846, 0.131, 0.820], [1.045, 1.186, 0.764], [0.674, 1.493, -0.608], [0.154, 0.429, -1.416], [-1.271, 0.471, -1.598], [-1.898, 0.072, -0.268], [-1.517, -1.191, 0.382], [0.108, -2.736, 1.144], [1.909, -1.559, 1.722], [1.649, 2.070, 1.149], [-0.058, 1.152, 1.366], [0.384, 0.602, -2.539], [0.394, -0.501, -1.026], [-1.671, 0.920, 0.404], [-2.897, 0.001, -0.664], [-1.966, -1.172, 1.538], [-1.911, -2.099, -0.313]],
  "nbo_charge": [-0.313, 0.126, -0.498, 0.232, -0.569, 0.198, -0.539, -0.124, -0.480, 0.225, 0.182, 0.187, 0.138, 0.185, 0.163, 0.180, 0.220, 0.255, 0.232]
}

Which of them is most stable? Easy: (1).

(1)
{
  "formula": "C2H12NO3",
  "method": "ωB97M-V/def2-TZVPD",
  "total_charge": 1,
  "lumo_energy_ev": -3.02,
  "symbols": ["C", "C", "N", "H", "H", "H", "H", "H", "H", "H", "H", "O", "H", "H", "O", "H", "H", "O"],
  "positions_angstrom": [[0.490, -1.686, 0.065], [0.248, -2.834, -0.549], [-0.574, -0.826, 0.557], [1.465, -1.224, 0.045], [1.025, -3.249, -1.176], [-0.592, -3.506, -0.413], [-1.493, -1.215, 0.314], [-0.512, 0.100, 0.067], [-0.729, -0.644, 1.555], [0.735, 2.357, -0.073], [0.295, 1.552, -1.169], [0.086, 1.658, -0.217], [-0.742, 2.331, -3.294], [0.586, 1.885, -3.944], [0.129, 1.947, -3.114], [-0.907, 0.970, 3.764], [0.482, 1.451, 4.118], [0.008, 0.933, 3.464]],
  "nbo_charge": [-0.067, -0.337, -0.713, 0.236, 0.240, 0.227, 0.428, 0.486, 0.454, 0.508, 0.509, -0.983, 0.492, 0.495, -0.976, 0.474, 0.491, -0.963]
}

(2)
{
  "formula": "C2H12NO3",
  "method": "ωB97M-V/def2-TZVPD",
  "total_charge": 1,
  "lumo_energy_ev": -4.25,
  "symbols": ["C", "C", "N", "H", "H", "H", "H", "H", "H", "H", "H", "O", "H", "H", "O", "H", "H", "O"],
  "positions_angstrom": [[-0.686, 2.410, -1.394], [-2.314, 1.169, -0.130], [-1.113, 1.344, -0.483], [0.222, 2.137, -1.897], [-0.628, 3.329, -0.837], [-1.455, 2.554, -2.143], [-3.147, 1.776, -0.450], [-2.557, 0.438, 0.628], [-0.424, 0.633, -0.205], [-1.990, -2.077, 1.198], [-0.918, -2.174, 0.119], [-1.729, -1.708, 0.346], [1.963, -0.391, 0.520], [1.434, -0.620, -0.871], [1.205, -0.175, -0.045], [3.911, -2.343, 2.189], [4.170, -2.253, 0.688], [3.538, -2.000, 1.370]],
  "nbo_charge": [-0.435, 0.141, -0.396, 0.244, 0.244, 0.232, 0.213, 0.241, 0.481, 0.487, 0.488, -0.969, 0.525, 0.485, -0.983, 0.489, 0.480, -0.967]
}

(3)
{
  "formula": "C2H12NO3",
  "method": "ωB97M-V/def2-TZVPD",
  "total_charge": 1,
  "lumo_energy_ev": -3.27,
  "symbols": ["C", "O", "C", "N", "H", "H", "H", "H", "H", "H", "H", "H", "H", "H", "O", "H", "H", "O"],
  "positions_angstrom": [[-1.856, -0.875, 0.200], [-1.943, 0.148, -0.814], [-0.541, -1.695, 0.152], [0.672, -0.814, 0.460], [-1.823, -0.234, 1.089], [-2.715, -1.523, 0.169], [-2.586, -0.241, -1.429], [-0.535, -2.011, -0.880], [-0.590, -2.520, 0.822], [0.574, 0.302, 0.280], [1.086, -0.933, 1.434], [1.414, -1.023, -0.206], [1.807, 2.083, 1.844], [0.555, 2.807, 1.080], [0.863, 1.810, 1.334], [2.109, 2.178, -1.313], [1.741, 1.294, -2.614], [1.767, 1.250, -1.610]],
  "nbo_charge": [-0.090, -0.709, -0.249, -0.739, 0.190, 0.207, 0.482, 0.230, 0.234, 0.519, 0.444, 0.445, 0.506, 0.514, -0.990, 0.492, 0.498, -0.984]
}

Which of them is most stable? Easy: (2).